(1)
The following is a quantum chemistry calculation of the molecule C17H22Br2N6O3, from the Open Molecules 2025 dataset.

Geometry as XYZ:
```
50
C17H22Br2N6O3, DFT wB97M-V/def2-TZVPD
N 2.36 0.22 -5.67
C 0.91 0.31 -5.67
C 0.23 -1.04 -5.55
C 0.46 -1.77 -4.22
O -0.09 -1.00 -3.17
C -0.39 -1.64 -2.00
C -1.75 -1.73 -1.65
Br -3.16 -1.03 -2.80
C -2.11 -2.21 -0.38
C -1.14 -2.56 0.55
C -1.55 -3.01 1.96
C -1.67 -1.77 2.84
N -2.83 -1.27 3.19
O -4.07 -1.81 2.71
C -0.44 -1.15 3.41
O 0.61 -1.79 3.35
N -0.27 0.17 3.77
C -1.24 1.22 3.50
C -0.63 2.59 3.71
C 0.52 2.99 2.83
C 0.70 2.65 1.51
N 1.93 3.26 1.17
C 2.32 4.00 2.26
N 3.40 4.83 2.43
N 1.54 3.84 3.30
C 0.21 -2.48 0.21
C 0.58 -2.08 -1.06
Br 2.52 -1.89 -1.33
H 2.73 -0.10 -4.76
H 2.68 -0.34 -6.44
H 0.65 0.81 -6.62
H 0.60 0.96 -4.81
H 0.53 -1.68 -6.37
H -0.85 -0.90 -5.68
H 1.55 -1.80 -4.06
H 0.02 -2.77 -4.20
H -3.17 -2.28 -0.13
H -2.50 -3.56 1.98
H -0.78 -3.64 2.39
H -4.77 -1.54 3.33
H 0.68 0.50 3.83
H -2.08 1.12 4.16
H -1.61 1.15 2.47
H -1.41 3.33 3.65
H -0.24 2.61 4.75
H 0.00 2.14 0.86
H 2.36 3.29 0.23
H 4.16 4.62 1.79
H 3.57 4.91 3.41
H 0.95 -2.70 1.02
```

energy = -173152.02543 eV
HOMO level = -7.9 eV
SMILES string = NCCCOc1c(Br)cc(C/C(=N\O)C(=O)NCCc2c[nH]c(N)n2)cc1Br
energy relative to the best compared isomer or geometry (same formula, charge and spin) = 0.000 eV
orbital gap = 8.239 eV
M = 518.2 g/mol

(2)
The following is a quantum chemistry calculation of a cluster of 2 separate species, C4H12ClNSi in total, from the Open Molecules 2025 dataset.

Geometry as XYZ:
```
19
C4H12ClNSi, DFT wB97M-V/def2-TZVPD
C 0.80 2.69 0.48
C 1.17 0.33 1.26
C -0.90 -3.13 -0.37
C 0.17 1.30 0.59
N -1.94 -2.21 -0.91
Si -0.38 0.59 -1.15
Cl -1.38 2.04 -2.22
H 0.18 3.40 0.02
H 1.01 3.16 1.46
H 1.77 2.81 -0.09
H 1.79 1.09 1.74
H 1.61 -0.27 0.53
H 0.70 -0.30 2.04
H -1.49 -4.12 -0.22
H -0.16 -3.34 -1.11
H -0.68 -2.59 0.54
H -0.77 1.19 1.24
H -2.03 -2.46 -1.90
H 0.52 -0.17 -1.92
```

energy = -26229.63497 eV
HOMO level (spin up / spin down) = -9.5 / -7.0 eV
energy relative to the best compared isomer or geometry (same formula, charge and spin) = 5.683 eV
orbital gap (spin up / spin down) = 9.356 / 7.071 eV
M = 137.7 g/mol

(3)
The following is a quantum chemistry calculation of a cluster of 3 separate species, C21H39FN3O2 in total, from the Open Molecules 2025 dataset.

Geometry as XYZ:
```
66
C21H39FN3O2, DFT wB97M-V/def2-TZVPD
C 0.05 -3.56 3.26
O 0.44 -3.24 1.89
C 0.25 -1.82 1.59
C -1.24 -1.40 2.04
C -2.58 -2.15 1.71
N -3.93 -1.89 2.07
N -4.17 -0.83 2.84
C -5.61 -0.57 3.27
C -6.48 -1.93 3.12
F -7.62 -1.78 4.03
C -3.09 0.02 3.24
C -1.54 -0.09 2.94
N -0.48 0.84 3.39
C -0.45 0.96 4.70
O -0.30 0.72 5.93
H 0.73 -4.43 3.63
H 0.19 -2.70 4.01
H -1.04 -3.95 3.28
H 1.00 -1.25 2.27
H 0.52 -1.54 0.51
H -2.44 -3.09 1.04
H -6.02 0.31 2.63
H -5.66 -0.23 4.37
H -6.82 -2.04 2.03
H -5.91 -2.88 3.46
H -3.39 0.92 3.92
C -0.62 1.29 -4.78
C -0.22 1.81 -3.40
C -0.29 0.74 -2.31
C -1.69 0.15 -2.06
C -2.76 1.18 -1.68
C -2.46 1.90 -0.38
H -1.65 0.95 -4.80
H -0.52 2.08 -5.52
H 0.03 0.46 -5.08
H -0.84 2.67 -3.14
H 0.81 2.18 -3.45
H 0.10 1.16 -1.38
H 0.38 -0.09 -2.58
H -1.61 -0.59 -1.26
H -2.02 -0.39 -2.95
H -3.72 0.65 -1.58
H -2.90 1.90 -2.49
H -2.37 1.20 0.45
H -3.28 2.60 -0.14
H -1.54 2.49 -0.44
C 5.38 0.74 -3.74
C 5.77 1.25 -2.36
C 5.70 0.18 -1.27
C 4.31 -0.40 -1.02
C 3.24 0.62 -0.64
C 3.53 1.35 0.66
H 4.34 0.40 -3.76
H 5.48 1.53 -4.48
H 6.02 -0.09 -4.05
H 5.15 2.11 -2.10
H 6.80 1.63 -2.42
H 6.10 0.60 -0.34
H 6.38 -0.64 -1.54
H 4.39 -1.14 -0.22
H 3.98 -0.95 -1.91
H 2.28 0.10 -0.54
H 3.10 1.35 -1.45
H 3.62 0.64 1.49
H 2.72 2.04 0.90
H 4.45 1.94 0.60
```

net charge = +1
energy = -33678.88997 eV
HOMO level = -12.7 eV
orbital gap = 7.289 eV
M = 384.6 g/mol

(4)
The following is a quantum chemistry calculation of a cluster of 10 separate species, C5H32N2O9S in total, from the Open Molecules 2025 dataset.

Geometry as XYZ:
```
49
C5H32N2O9S, DFT wB97M-V/def2-TZVPD
N 1.26 1.07 2.57
C 2.43 0.98 1.65
C 2.18 0.42 0.33
N 0.90 0.94 -0.14
C 0.88 2.41 -0.49
C -0.39 2.86 -1.23
C -0.89 1.94 -2.28
S 0.55 1.70 -3.37
H 0.40 1.10 1.99
H 1.31 1.86 3.30
H 2.95 2.03 1.56
H 3.15 0.35 2.21
H 2.13 -0.69 0.34
H 3.09 0.70 -0.29
H 0.46 0.54 -1.04
H 1.92 2.72 -0.78
H 0.91 2.90 0.48
H -0.48 3.89 -1.64
H -1.23 2.92 -0.50
H -1.27 0.96 -1.86
H -1.69 2.16 -2.92
H 1.14 0.62 -2.97
O 0.26 -1.86 3.29
H 0.41 -0.97 2.87
H 1.03 -1.83 3.94
O -0.71 -3.06 -0.72
H -1.10 -2.42 -0.07
H -1.20 -3.83 -0.38
O -1.91 -2.61 1.62
H -1.21 -2.45 2.33
H -2.06 -1.60 1.40
O -1.21 2.77 1.94
H -1.09 2.96 2.89
H -1.90 3.40 1.58
O 1.32 -3.97 1.23
H 0.66 -3.47 0.78
H 1.10 -4.24 1.98
O -1.51 -0.24 0.17
H -1.81 -0.08 -0.68
H -0.99 0.55 0.37
O -2.00 -1.69 -2.52
H -1.26 -2.03 -2.06
H -1.77 -1.65 -3.40
O 3.20 -2.53 -0.58
H 2.33 -2.48 -1.07
H 2.93 -3.01 0.18
O -3.64 1.41 0.59
H -2.70 0.97 0.65
H -3.81 1.42 -0.42
```

energy = -37944.52069 eV
HOMO level = -9.5 eV
SMILES string = NCCNCCCS.O.O.O.O.O.O.O.O.O
energy relative to the best compared isomer or geometry (same formula, charge and spin) = 5.135 eV
orbital gap = 9.581 eV
M = 296.4 g/mol